A cluster of 10 separate species, C27H75Br6O28P7 in total in a non-equilibrium geometry, computed with the ωB97M-V functional and the def2-TZVPD basis.

SMILES: COP(=O)(OC)OC.COP(=O)(OC)OC.COP(=O)(OC)OC.COP(=O)(OC)OC.COP(=O)(OC)OC.COP(=O)(OC)OC.COP(=O)(OC)OC.BrCCBr.BrCCBr.BrCCBr
Multiplicity: 1
Kohn-Sham gap: 0.3561 hartree
F_max: 1.7 eV/Å
Total energy: -21014.706479 Eh

Last column: Löwdin charge in e.
Element x y z (Å)
Br (-6.0838, -4.5335, -4.6635)  0.6215
C (-4.3753, -3.6101, -4.6235)  -0.7250
C (-3.7799, -3.6680, -3.2468)  -0.6527
Br (-2.0745, -2.7269, -3.2925)  0.6731
H (-4.5817, -2.5989, -4.9570)  0.0346
H (-3.7170, -4.0716, -5.3570)  0.0536
H (-3.5362, -4.6661, -2.9070)  0.0522
H (-4.4104, -3.0857, -2.5826)  0.0579
Br (0.2627, -5.5295, -3.1772)  0.6080
C (1.2942, -6.2341, -1.7164)  -0.7343
C (0.5128, -7.1532, -0.8284)  -0.6910
Br (-0.9811, -6.2465, 0.0477)  0.5929
H (1.7823, -5.4365, -1.1655)  -0.0025
H (2.0795, -6.8465, -2.1660)  0.0620
H (1.1198, -7.6874, -0.1004)  0.0595
H (0.0086, -7.9375, -1.3905)  0.0457
Br (-0.3823, 0.4180, 0.2328)  0.8702
C (0.5500, -1.2297, -0.0513)  -0.6542
C (1.0304, -1.3451, -1.4834)  -0.6852
Br (2.4271, -2.6808, -1.5786)  0.7327
H (-0.0732, -2.0849, 0.1979)  0.0742
H (1.4495, -1.2553, 0.5610)  0.0192
H (1.4956, -0.4307, -1.8427)  0.0522
H (0.2064, -1.5999, -2.1451)  -0.0154
C (4.0436, -0.4148, -8.7985)  -0.0987
O (3.8003, -0.7790, -7.4443)  -0.1974
P (2.6455, -1.7907, -7.0734)  0.3129
O (2.0750, -2.4662, -8.2367)  -0.2238
O (3.2676, -2.7295, -5.9687)  -0.2136
C (4.1922, -3.7382, -6.3836)  -0.0837
O (1.6909, -0.8878, -6.2213)  -0.1925
C (0.7485, -1.4684, -5.3087)  -0.0906
H (3.7090, 0.6070, -8.9931)  0.0885
H (3.5427, -1.0793, -9.4975)  0.0777
H (5.1198, -0.4054, -8.9692)  0.0860
H (3.6919, -4.7073, -6.3849)  0.0919
H (5.0039, -3.7803, -5.6613)  0.0880
H (4.5763, -3.5591, -7.3873)  0.0865
H (0.5634, -2.5195, -5.5182)  0.0837
H (-0.1719, -0.8922, -5.3865)  0.0812
H (1.1283, -1.3396, -4.2956)  0.0620
C (-7.2132, 2.2415, 2.8242)  -0.0787
O (-6.1292, 3.1615, 2.6247)  -0.1963
P (-4.9192, 2.8292, 1.6740)  0.3363
O (-5.0275, 3.3542, 0.3110)  -0.2154
O (-4.8067, 1.2642, 1.8246)  -0.1985
C (-3.7659, 0.5530, 1.1606)  -0.1001
O (-3.6838, 3.3995, 2.4678)  -0.2022
C (-3.1387, 4.6675, 2.0903)  -0.0773
H (-7.0381, 1.7626, 3.7894)  0.0888
H (-7.2520, 1.4741, 2.0577)  0.0858
H (-8.1366, 2.8056, 2.9079)  0.0880
H (-3.0790, 0.1501, 1.9070)  0.0577
H (-3.1628, 1.0344, 0.3952)  0.0368
H (-4.1943, -0.3299, 0.6834)  0.1000
H (-2.8867, 5.1859, 3.0151)  0.0917
H (-3.7950, 5.2719, 1.4715)  0.0893
H (-2.1845, 4.5174, 1.5910)  0.0630
C (3.6253, -3.2101, 1.6821)  -0.1421
O (3.5794, -3.1306, 3.0997)  -0.2035
P (2.6239, -4.1397, 3.8887)  0.3242
O (1.2611, -4.1875, 3.3448)  -0.2300
O (2.7621, -3.6554, 5.3581)  -0.1850
C (2.3294, -2.3372, 5.7234)  -0.0740
O (3.4038, -5.4952, 3.9270)  -0.1855
C (3.1452, -6.5524, 3.0233)  -0.0963
H (4.5211, -3.6892, 1.2831)  0.0918
H (3.6557, -2.1823, 1.3098)  0.0499
H (2.7233, -3.6472, 1.2532)  0.0492
H (1.8602, -2.4021, 6.6970)  0.0919
H (1.6217, -1.9173, 5.0128)  0.0479
H (3.1858, -1.6612, 5.7432)  0.0920
H (3.8279, -6.5019, 2.1698)  0.0867
H (2.1350, -6.4693, 2.6113)  0.0793
H (3.2628, -7.5194, 3.5028)  0.0895
C (0.2459, 7.5596, 2.4877)  -0.0976
O (-0.1651, 6.2597, 2.8803)  -0.1984
P (0.6265, 5.0029, 2.3476)  0.3408
O (0.1285, 3.7403, 2.8742)  -0.2033
O (2.1417, 5.2889, 2.7217)  -0.1920
C (3.0740, 5.9402, 1.8645)  -0.0910
O (0.5628, 5.1702, 0.7808)  -0.2261
C (0.3976, 4.0322, -0.0761)  -0.0962
H (1.0114, 7.9701, 3.1516)  0.0915
H (-0.5870, 8.2567, 2.5702)  0.0921
H (0.6011, 7.5644, 1.4565)  0.0872
H (2.7531, 6.0116, 0.8282)  0.0910
H (4.0354, 5.4424, 1.9306)  0.0755
H (3.2235, 6.9551, 2.2450)  0.0859
H (-0.5608, 3.9453, -0.5825)  0.0783
H (0.5833, 3.1145, 0.4822)  0.0163
H (1.2349, 4.0696, -0.7720)  0.0883
C (5.8072, 0.4846, -0.2585)  -0.0743
O (5.5048, 1.4729, 0.7160)  -0.2058
P (4.0473, 1.8543, 1.1383)  0.3300
O (3.1520, 2.3062, 0.0800)  -0.2124
O (3.5658, 0.5385, 1.8852)  -0.2152
C (2.3681, 0.5687, 2.6652)  -0.0815
O (4.2416, 2.9302, 2.2797)  -0.2173
C (5.2762, 2.7542, 3.2603)  -0.0706
H (5.1548, 0.5862, -1.1284)  0.0914
H (5.6629, -0.5327, 0.1120)  0.0847
H (6.8461, 0.6148, -0.5434)  0.0910
H (1.7478, -0.2677, 2.3546)  0.0508
H (1.8709, 1.5339, 2.5583)  0.0758
H (2.5587, 0.4187, 3.7307)  0.0967
H (5.7875, 1.8004, 3.1599)  0.0855
H (4.8529, 2.8226, 4.2609)  0.0951
H (5.9780, 3.5774, 3.1364)  0.0912
C (-1.5487, 1.9440, 4.7689)  -0.0811
O (-2.2297, 1.0283, 5.6455)  -0.1958
P (-1.7790, -0.4730, 5.7063)  0.3348
O (-0.4022, -0.7086, 6.1377)  -0.2150
O (-2.8760, -1.1244, 6.6050)  -0.1887
C (-4.2675, -1.0314, 6.2936)  -0.0829
O (-2.1102, -1.0801, 4.2644)  -0.1999
C (-1.0526, -1.1654, 3.3246)  -0.1377
H (-2.0662, 1.9464, 3.8087)  0.0710
H (-0.4861, 1.7515, 4.6588)  0.0791
H (-1.7191, 2.9464, 5.1556)  0.0935
H (-4.4499, -0.8826, 5.2304)  0.0835
H (-4.7145, -0.2707, 6.9277)  0.0912
H (-4.7238, -1.9938, 6.5298)  0.0906
H (-0.1365, -1.4955, 3.8224)  0.0597
H (-0.8065, -0.2235, 2.8349)  0.0173
H (-1.2083, -1.9363, 2.5697)  0.0930
C (-4.1831, 3.4050, -2.6574)  -0.0948
O (-4.3825, 1.9885, -2.7305)  -0.1971
P (-3.8053, 1.1504, -3.9242)  0.2909
O (-4.0676, -0.2684, -3.7920)  -0.2452
O (-4.3950, 1.8525, -5.1877)  -0.1974
C (-3.9621, 1.4045, -6.4822)  -0.0724
O (-2.2647, 1.4990, -3.9815)  -0.2034
C (-1.4400, 1.5977, -2.8399)  -0.1257
H (-3.5348, 3.6440, -1.8184)  0.0716
H (-5.1451, 3.8898, -2.5167)  0.0923
H (-3.7548, 3.7956, -3.5833)  0.0879
H (-3.4462, 2.2199, -6.9803)  0.0915
H (-4.8319, 1.1259, -7.0775)  0.0908
H (-3.3673, 0.4952, -6.3870)  0.0844
H (-0.8103, 2.4868, -2.7814)  0.0913
H (-0.7097, 0.7822, -2.8773)  0.0618
H (-2.0129, 1.4596, -1.9249)  0.0416